(1)
Molecular formula: C31H72F7N18O34P2
Method: DFT, ωB97M-V/def2-TZVPD

CARTESIAN COORDINATES (ANGSTROEM)
C 6.03878 1.10734 -1.02278
C 4.85323 1.04547 0.15566
N 3.72347 0.24946 -0.42982
P 2.58527 -0.40560 0.78000
P 4.07035 -1.94013 1.40612
N 4.76349 -2.65901 0.09045
C 1.07841 -1.16462 1.67268
F 1.57178 -1.57819 3.04092
F -0.02576 -0.18962 1.96941
C 0.43332 -2.49826 0.99767
F -0.64574 -2.96594 1.94844
F 1.35817 -3.66183 0.87035
C -0.29942 -2.31137 -0.44799
F 0.55976 -2.65596 -1.63096
F -0.93777 -1.00217 -0.69097
F -1.41785 -3.32745 -0.48367
O 2.95821 0.74939 2.07844
C 2.20953 2.04850 2.00060
C 1.39835 2.57345 3.32017
C 2.50172 3.45578 4.21557
O 2.24976 3.32312 5.66793
C 2.27826 5.07772 3.87570
N 3.04958 5.52479 2.63344
C 1.52533 2.14443 0.50746
C 2.00707 3.31774 -0.53921
C 1.40404 4.82528 -0.13722
C 0.24871 5.35387 -1.18844
C -1.19608 5.71465 -0.45588
O -2.31924 4.92399 -1.00188
C -3.28516 4.55712 0.06155
C -4.01622 3.05768 0.08323
O -3.68433 5.39460 1.05058
O 0.07547 2.49741 0.67129
C -0.68692 2.15162 -0.53746
N -1.41842 2.02335 -1.61669
O 1.45542 0.73006 0.00962
H 5.60975 0.92756 -2.09710
H 6.75162 0.17831 -0.79405
H 6.71724 2.06008 -0.91737
H 5.37683 0.59724 1.09723
H 4.61172 2.17007 0.40160
H 3.24390 0.75713 -1.20819
H 2.32213 -1.39850 -0.27047
H 5.11392 -1.28977 2.18644
H 3.48283 -3.01951 2.15726
H 4.34687 -2.28442 -0.78937
H 3.11541 2.81621 1.88430
H 1.10329 1.66722 4.00885
H 0.51429 3.31056 3.11049
H 3.61269 3.17728 3.97550
H 2.68379 4.08168 6.16142
H 2.66101 5.77200 4.75439
H 1.13098 5.34225 3.72520
H 3.97835 5.94519 2.90405
H 2.48351 6.30099 2.18986
H 3.17731 3.47050 -0.59301
H 1.67140 3.11753 -1.66724
H 2.30318 5.60471 -0.23351
H 1.07494 4.88483 1.00118
H 0.65812 6.28521 -1.79570
H 0.00448 4.52272 -1.99526
H -1.48028 6.86008 -0.61996
H -1.09553 5.56023 0.70130
H -5.17263 3.15233 0.33062
H -3.92826 2.60981 -0.99902
H -3.51048 2.35694 0.87222
C -2.01811 6.19918 5.52038
N -0.77572 6.98085 5.27712
O -0.12430 7.33125 6.26797
O -0.48958 7.22056 4.09823
H -2.14506 6.06347 6.59652
H -2.85185 6.76692 5.10224
H -1.90381 5.23501 5.02084
C 6.18963 -5.88199 -2.23329
N 6.50572 -4.64631 -2.99938
O 7.36741 -4.73237 -3.88198
O 5.87977 -3.62483 -2.69298
H 6.81157 -6.69814 -2.60705
H 6.40628 -5.68236 -1.18186
H 5.13120 -6.10253 -2.38592
C -2.66020 0.07954 4.75524
N -2.68535 1.56691 4.72665
O -1.77281 2.13685 4.11728
O -3.62057 2.12023 5.31682
H -1.78743 -0.26975 4.19948
H -2.60038 -0.22901 5.80095
H -3.58168 -0.27454 4.28863
C 8.60818 -7.66572 1.46513
N 8.19551 -7.06782 0.16669
O 7.72965 -7.83255 -0.68600
O 8.35092 -5.84759 0.04023
H 8.41588 -8.74033 1.43619
H 9.67419 -7.46804 1.59498
H 8.01725 -7.18910 2.24990
C -4.82183 0.33243 -3.30995
N -6.07599 0.46436 -2.52039
O -6.62973 -0.58038 -2.15874
O -6.46909 1.61311 -2.28598
H -4.59611 -0.72812 -3.43985
H -4.98882 0.81240 -4.27641
H -4.02684 0.83038 -2.75114
C -9.40324 1.99371 -0.20037
N -9.01135 2.90030 0.91239
O -9.77573 2.96978 1.88182
O -7.94735 3.51657 0.78115
H -10.35496 1.51960 0.04876
H -9.49960 2.60157 -1.10232
H -8.61585 1.24496 -0.30812
C -5.44254 -3.30845 -5.78429
N -5.46768 -1.82108 -5.81288
O -4.55514 -1.25115 -6.42225
O -6.40291 -1.26776 -5.22271
H -4.56976 -3.65774 -6.34006
H -5.38271 -3.61701 -4.73858
H -6.36401 -3.66254 -6.25090
C -6.30044 -3.15230 4.77600
N -5.05805 -2.37063 4.53275
O -4.40663 -2.02023 5.52359
O -4.77191 -2.13092 3.35386
H -6.42739 -3.28801 5.85214
H -7.13418 -2.58456 4.35787
H -6.18614 -4.11647 4.27646
C -7.72848 -6.36996 -9.03521
N -7.33659 -5.46337 -7.92245
O -8.10096 -5.39389 -6.95302
O -6.27259 -4.84709 -8.05370
H -8.68020 -6.84406 -8.78609
H -7.82484 -5.76210 -9.93716
H -6.94109 -7.11871 -9.14297
C -10.00417 -1.18207 -2.99164
N -11.25833 -1.05014 -2.20208
O -11.81206 -2.09488 -1.84044
O -11.65143 0.09861 -1.96768
H -9.77844 -2.24262 -3.12155
H -10.17115 -0.70210 -3.95810
H -9.20918 -0.68412 -2.43284
C -4.86126 -9.69137 -11.57815
N -6.11542 -9.55944 -10.78859
O -6.66916 -10.60419 -10.42695
O -6.50852 -8.41069 -10.55419
H -4.63554 -10.75193 -11.70805
H -5.02825 -9.21140 -12.54461
H -4.06627 -9.19342 -11.01935
C 9.56866 -3.21884 -1.29714
N 10.29527 -2.03023 -0.77469
O 10.50338 -1.98427 0.44329
O 10.63617 -1.17691 -1.60219
H 9.33190 -3.88288 -0.46312
H 8.65521 -2.86193 -1.77728
H 10.22498 -3.71772 -2.01310
C 2.99768 8.58632 7.96824
N 3.66174 7.42081 7.32454
O 4.87548 7.28366 7.51665
O 2.94564 6.67653 6.64456
H 3.74348 9.15093 8.53181
H 2.56783 9.20056 7.17436
H 2.22373 8.19841 8.63362
C 11.51442 0.37588 2.58411
N 11.90632 1.28247 3.69686
O 11.14194 1.35195 4.66630
O 12.97031 1.89874 3.56562
H 10.56270 -0.09823 2.83323
H 11.41807 0.98374 1.68215
H 12.30182 -0.37287 2.47635

- 2S+1 = 1
- E_HOMO (eV) = -4.771
- total energy (a.u.) = -6148.1214
- charge = -1
- gap between HOMO and LUMO (eV) = 4.814
- F_max (Eh/bohr) = 0.2293
- molar mass (g mol⁻¹) = 1435.94
- LUMO energy (hartree) = 0.0016

---

(2)
Molecular formula: C31H72FN6O9PS
Method: DFT, ωB97M-V/def2-TZVPD

CARTESIAN COORDINATES (ANGSTROEM)
C -2.07811 5.91853 -3.45736
C -1.34790 4.82379 -4.26041
C 0.14066 4.65060 -3.87641
C 0.56429 3.19352 -3.59716
C 1.48249 3.01058 -2.37508
C 0.95927 2.15276 -1.20295
P -0.81809 2.34933 -0.82928
C -1.65893 1.74395 0.68035
C -3.06781 2.30445 0.95059
C -3.90612 2.68469 -0.26162
O -5.27603 2.49736 0.10155
C -0.72250 4.16518 -0.26645
C -0.42820 4.44445 1.22420
C 0.81833 3.69622 1.68914
C -0.21891 5.94547 1.44008
S -1.14125 0.11606 -1.74862
O -2.52257 -0.30967 -1.66465
O -0.48969 -0.03930 -3.03300
F -0.29828 -0.86704 -0.74141
H -2.68368 6.55770 -4.09955
H -1.37496 6.55713 -2.91933
H -2.75082 5.48811 -2.71176
H -1.86696 3.87352 -4.12103
H -1.41044 5.08873 -5.31652
H 0.35649 5.28329 -3.01197
H 0.74889 5.04533 -4.69277
H 1.12943 2.85171 -4.46703
H -0.30951 2.54433 -3.55707
H 1.74375 3.99212 -1.97007
H 2.43199 2.56333 -2.66892
H 1.53552 2.39213 -0.31758
H 1.18589 1.10776 -1.41404
H -1.65496 2.67986 -1.89277
H -1.78209 0.66639 0.58100
H -0.98967 1.86742 1.52741
H -3.03102 3.13779 1.65204
H -3.63825 1.51228 1.43987
H -3.76559 3.73391 -0.54362
H -3.67341 2.05007 -1.12128
H -5.79605 2.48515 -0.70755
H 0.01281 4.71205 -0.86287
H -1.68469 4.63080 -0.51213
H -1.26569 4.18032 1.87461
H 0.78338 2.64179 1.43707
H 1.69826 4.10044 1.17928
H 0.98447 3.77091 2.76603
H -0.04417 6.17387 2.49251
H 0.67655 6.26510 0.89634
H -1.05492 6.52848 1.05121
C -0.17922 -3.45420 1.12549
C 0.71748 -3.95393 2.23818
O 0.50601 -3.71117 3.41923
N 1.79477 -4.69374 1.86573
C 2.20771 -5.01996 0.51476
H -0.98049 -2.86983 1.56674
H 0.37530 -2.83148 0.42410
H -0.61137 -4.29192 0.57647
H 2.35526 -5.01959 2.63610
H 2.22600 -6.10202 0.35915
H 3.19792 -4.61613 0.31081
H 1.52320 -4.57264 -0.19509
C 3.27408 -0.54219 0.07429
C 3.35629 0.70316 0.93190
O 3.58142 1.79642 0.42219
N 3.12271 0.55656 2.25271
C 2.76734 -0.67238 2.94722
H 3.46305 -0.25997 -0.95595
H 4.01532 -1.28067 0.38158
H 2.28799 -1.00343 0.13113
H 3.18610 1.40972 2.78606
H 1.79688 -0.57530 3.42534
H 3.50042 -0.91513 3.71516
H 2.72464 -1.48664 2.23131
C -0.56561 -2.42177 6.30434
C 0.74129 -2.62692 5.57472
O 1.49657 -1.69694 5.33165
N 1.04232 -3.88391 5.17590
C 0.26304 -5.08988 5.34544
H -0.65364 -1.36637 6.54212
H -1.40839 -2.72005 5.68023
H -0.59402 -2.99937 7.22911
H 1.91999 -3.95279 4.68745
H 0.81877 -5.83547 5.91818
H 0.00279 -5.51570 4.37509
H -0.65729 -4.86895 5.87547
C 1.89361 -2.05201 -3.52123
C 2.84643 -2.71415 -2.55693
O 2.67929 -2.66587 -1.34356
N 3.90635 -3.37883 -3.07877
C 4.25846 -3.55194 -4.47698
H 1.10490 -1.56481 -2.95679
H 2.40879 -1.30218 -4.12332
H 1.45027 -2.78685 -4.19464
H 4.50407 -3.79826 -2.38471
H 4.26613 -4.61006 -4.73407
H 5.24292 -3.12623 -4.68019
H 3.52976 -3.05949 -5.11062
C -5.79890 4.32198 2.64205
C -5.88795 5.78480 3.01096
O -5.86412 6.66547 2.16852
N -5.99468 6.09527 4.33331
C -6.03783 5.19309 5.46357
H -5.72211 4.23761 1.56522
H -4.92092 3.86056 3.09726
H -6.68595 3.77940 2.97165
H -6.04898 7.08532 4.51189
H -6.96946 5.30704 6.02112
H -5.20720 5.38038 6.14688
H -5.97106 4.16529 5.12205
C 0.98929 -7.19705 -4.24024
C 2.28737 -7.19029 -5.01576
O 2.63689 -6.22391 -5.67302
N 3.06014 -8.30683 -4.95456
C 2.80640 -9.53513 -4.23099
H 0.50174 -6.23997 -4.39609
H 0.32919 -7.99331 -4.58555
H 1.16999 -7.33498 -3.17346
H 3.90888 -8.23989 -5.49372
H 3.59544 -9.72908 -3.50247
H 2.75412 -10.38564 -4.91255
H 1.86288 -9.46761 -3.69961

- 2S+1 = 1
- E_HOMO (eV) = -7.407
- total energy (a.u.) = -3069.4269
- gap between HOMO and LUMO (eV) = 7.782
- F_max (Eh/bohr) = 0.1558
- molar mass (g mol⁻¹) = 754.99
- LUMO energy (hartree) = 0.0138

---

(3)
Molecular formula: C31H72NO6P
Method: DFT, ωB97M-V/def2-TZVPD

CARTESIAN COORDINATES (ANGSTROEM)
C -0.19956 -3.88020 3.48772
C 1.09037 -4.60515 3.08162
O 2.07645 -4.40762 3.68405
O 1.01526 -5.45948 2.01139
C 1.34942 -6.80661 2.37983
C 0.22604 -7.51595 3.17636
C -1.00327 -7.72259 2.23111
C -2.24159 -6.95270 2.74307
O -3.18698 -7.82128 3.41965
P -4.38802 -7.07047 4.19771
O -5.64498 -7.73194 3.94078
O -4.04668 -7.18991 5.77190
O -4.41694 -5.48002 3.92175
C -4.88931 -5.12211 2.61974
N -5.85869 -4.03999 2.67153
H -0.32283 -4.01290 4.56533
H -0.05252 -2.82383 3.22496
H -1.05764 -4.23398 2.90807
H 1.44680 -7.35181 1.43250
H 2.30909 -6.88832 2.90488
H -0.02440 -6.96812 4.09349
H 0.62670 -8.50449 3.44026
H -0.75192 -7.25187 1.26978
H -1.21355 -8.77425 2.01266
H -1.89722 -6.17619 3.43304
H -2.74904 -6.54373 1.85965
H -3.33788 -6.56125 5.99047
H -4.00438 -4.79031 2.03792
H -5.29637 -5.97777 2.06127
H -5.46260 -3.30019 3.25023
H -5.89959 -3.64640 1.73388
C 0.80993 3.18490 0.29026
C 0.08390 2.08531 -0.47633
C -0.72147 1.15100 0.42342
C 0.10529 0.36157 1.43953
C 1.21022 -0.50775 0.83948
C 0.68344 -1.60168 -0.08393
H 1.54742 2.77290 0.98245
H 1.33936 3.84197 -0.40277
H 0.10436 3.79445 0.85955
H 0.80446 1.51598 -1.07177
H -0.60092 2.55294 -1.19041
H -1.28745 0.45705 -0.20600
H -1.46914 1.73771 0.96744
H -0.57357 -0.27461 2.01852
H 0.55433 1.05221 2.16008
H 1.76019 -0.98025 1.65940
H 1.93415 0.11064 0.30162
H -0.01066 -2.25800 0.44781
H 1.50862 -2.21282 -0.45355
H 0.16743 -1.18602 -0.95146
C 4.62491 1.43325 -3.45465
C 3.44603 2.38423 -3.27449
C 2.18239 1.92692 -4.00146
C 2.30119 1.83399 -5.52314
C 2.71376 3.12908 -6.22095
C 1.70857 4.26129 -6.03319
H 4.92757 1.35836 -4.50039
H 5.48780 1.78692 -2.88754
H 4.37541 0.43193 -3.09619
H 3.73161 3.38868 -3.59960
H 3.22107 2.46074 -2.20605
H 1.36288 2.60431 -3.74091
H 1.88969 0.94300 -3.61832
H 1.33753 1.50532 -5.92583
H 3.01748 1.04964 -5.78543
H 2.81313 2.92703 -7.29136
H 3.70044 3.45162 -5.87722
H 0.72397 3.97420 -6.41001
H 2.03094 5.14953 -6.57935
H 1.60644 4.54110 -4.98308
C -1.37744 0.88326 -4.36314
C -2.55466 1.83563 -4.18226
C -3.81963 1.38054 -4.90780
C -3.69580 1.28791 -6.42975
C -3.27694 2.58239 -7.12599
C -4.27790 3.71877 -6.94263
H -1.07590 0.80794 -5.40949
H -0.51584 1.23914 -3.79682
H -1.62761 -0.11773 -4.00314
H -2.26744 2.83956 -4.50846
H -2.77839 1.91363 -3.11398
H -4.63776 2.05921 -4.64882
H -4.11463 0.39782 -4.52511
H -4.65866 0.96172 -6.83595
H -2.98028 0.50213 -6.69007
H -3.17422 2.37987 -8.19600
H -2.29015 2.90152 -6.77826
H -5.26181 3.43604 -7.32308
H -3.94936 4.60532 -7.48786
H -4.38292 3.99939 -5.89320
C 3.96933 3.75874 3.13599
C 2.93684 3.03326 3.99195
C 1.84130 3.95329 4.52817
C 2.32488 5.06462 5.46152
C 3.08655 4.58770 6.69768
C 2.24665 3.71607 7.62604
H 4.50964 4.51523 3.70738
H 4.70435 3.04924 2.75126
H 3.49304 4.24673 2.28230
H 3.44005 2.51674 4.81411
H 2.46676 2.25410 3.38357
H 1.09169 3.34494 5.04344
H 1.32088 4.41518 3.68223
H 1.45636 5.64840 5.78316
H 2.96076 5.75822 4.90336
H 3.42138 5.46674 7.25592
H 3.99122 4.04784 6.40470
H 1.35782 4.25251 7.96525
H 2.82497 3.43372 8.50752
H 1.92603 2.79538 7.13547

- 2S+1 = 1
- SMILES string = CC(=O)OCCCCO[P@@](=O)(O)OCN.CCCCCC.CCCCCC.CCCCCC.CCCCCC
- E_HOMO (eV) = -10.043
- total energy (a.u.) = -2071.9985
- gap between HOMO and LUMO (eV) = 10.208
- F_max (Eh/bohr) = 0.0456
- molar mass (g mol⁻¹) = 585.89
- LUMO energy (hartree) = 0.0061

---

Look up the E_HOMO of the third one. -10.043 eV

---

Number 2 is which compound? C31H72FN6O9PS

---

F_max of number 2 (C31H72FN6O9PS)? 0.1558 Eh/bohr